The following is a quantum chemistry calculation of 8 unconnected molecules or ions with the total composition C16H40Cl12O16P4 at a distorted geometry, from the Open Molecules 2025 dataset.

Output
Kohn-Sham gap: 10.917 eV
Electronic energy: -8725.56802 hartree
Multiplicity: 1
SMILES: COP(=O)(OC)OC.COP(=O)(OC)OC.COP(=O)(OC)OC.COP(=O)(OC)OC.ClC(Cl)Cl.ClC(Cl)Cl.ClC(Cl)Cl.ClC(Cl)Cl
LUMO: 0.273 eV
Total charge: 0

Each line ends with the Löwdin charge.
Cartesian coordinates (Å):
C: -14.3965 -22.6377 -29.1478  -0.0722
O: -13.5275 -23.4700 -29.9295  -0.2070
P: -13.2111 -23.1074 -31.4304  0.3099
O: -13.5232 -21.7416 -31.8255  -0.2110
O: -11.7000 -23.5413 -31.5678  -0.2188
C: -10.6921 -22.6718 -31.0387  -0.0840
O: -13.9008 -24.2742 -32.2234  -0.1970
C: -14.2926 -24.0141 -33.5664  -0.0972
H: -14.9249 -21.9207 -29.7692  0.0846
H: -13.8286 -22.1567 -28.3518  0.0686
H: -15.1308 -23.2668 -28.6396  0.0955
H: -11.1064 -21.8814 -30.4150  0.0807
H: -10.1638 -22.2173 -31.8764  0.0939
H: -9.9899 -23.2937 -30.4863  0.0853
H: -14.7329 -23.0261 -33.6818  0.0842
H: -15.1012 -24.7065 -33.8326  0.0902
H: -13.4969 -24.2319 -34.2779  0.0925
C: -6.9427 -21.5575 -20.3047  -0.1105
O: -7.6680 -21.4082 -19.0905  -0.1831
P: -9.1456 -21.9683 -19.0835  0.3323
O: -9.3455 -23.1682 -19.9086  -0.2298
O: -10.0992 -20.7505 -19.4452  -0.2089
C: -10.0901 -20.2428 -20.7928  -0.0590
O: -9.3808 -22.0839 -17.5497  -0.1885
C: -10.7382 -22.1845 -17.0986  -0.0815
H: -6.3906 -20.6401 -20.4989  0.0928
H: -7.5381 -21.8474 -21.1707  0.0544
H: -6.1919 -22.3506 -20.2156  0.0925
H: -9.5397 -19.3024 -20.8217  0.0975
H: -11.1226 -20.0255 -21.0511  0.0765
H: -9.6703 -20.9549 -21.4902  0.0693
H: -11.1885 -21.2008 -16.9865  0.0898
H: -10.7133 -22.7103 -16.1481  0.0911
H: -11.3416 -22.7737 -17.7932  0.0908
C: -11.2817 -23.5514 -22.8382  -0.0850
O: -10.5403 -22.6438 -23.6775  -0.2339
P: -11.2097 -21.8261 -24.8448  0.2956
O: -11.3881 -20.3925 -24.5956  -0.2582
O: -12.5280 -22.5996 -25.1877  -0.2136
C: -12.4662 -23.7452 -26.0534  -0.0590
O: -10.1922 -22.1529 -25.9780  -0.2213
C: -10.2154 -21.4344 -27.2477  -0.0616
H: -11.6058 -24.4210 -23.4136  0.0796
H: -12.1683 -23.0588 -22.4418  0.0653
H: -10.6192 -23.8794 -22.0455  0.0338
H: -11.5371 -24.2737 -25.8546  0.0538
H: -12.4378 -23.4269 -27.0941  0.0793
H: -13.2897 -24.4175 -25.8374  0.1073
H: -9.3175 -20.8360 -27.2804  0.0018
H: -11.1021 -20.8099 -27.2920  0.0321
H: -10.1807 -22.2160 -28.0019  0.0818
C: -9.8640 -28.9328 -27.5087  -0.0922
O: -11.1377 -28.4610 -27.9296  -0.2097
P: -11.8005 -27.1731 -27.2965  0.3194
O: -12.6605 -27.3882 -26.1392  -0.2144
O: -10.5950 -26.1652 -27.0286  -0.2294
C: -9.8682 -26.1879 -25.7994  -0.1123
O: -12.5407 -26.5134 -28.4988  -0.1866
C: -12.0441 -26.4852 -29.8393  -0.0656
H: -9.7201 -29.9229 -27.9334  0.0919
H: -9.8060 -29.0212 -26.4226  0.0910
H: -9.0677 -28.2793 -27.8704  0.0926
H: -9.4558 -25.1930 -25.6194  0.0733
H: -9.0417 -26.8916 -25.8470  0.0801
H: -10.5424 -26.3972 -24.9663  0.0762
H: -12.8864 -26.4398 -30.5215  0.0899
H: -11.4280 -27.3505 -30.0749  0.0875
H: -11.4387 -25.5860 -29.9469  0.0771
Cl: -6.4316 -26.6697 -21.9260  0.5417
C: -7.7904 -25.5653 -21.8288  -1.5439
Cl: -9.3283 -26.4306 -21.9363  0.5610
Cl: -7.6921 -24.3168 -23.0701  0.5695
H: -7.7895 -25.0584 -20.8712  -0.0061
Cl: -8.8620 -18.2042 -27.8308  0.5504
C: -7.1478 -18.5057 -28.1143  -1.5619
Cl: -6.6807 -17.9589 -29.7097  0.5438
Cl: -6.7159 -20.1866 -27.8557  0.5570
H: -6.6155 -17.9191 -27.3790  0.0100
Cl: -12.9541 -18.8491 -27.3438  0.5551
C: -13.0703 -18.1668 -25.7216  -1.5679
Cl: -14.4786 -17.1364 -25.5629  0.5334
Cl: -11.6173 -17.2602 -25.3201  0.5318
H: -13.1406 -18.9995 -25.0347  -0.0277
Cl: -15.9381 -18.5989 -22.3202  0.5250
C: -14.4288 -19.3699 -21.8292  -1.5459
Cl: -14.3118 -20.9896 -22.5015  0.5629
Cl: -14.3572 -19.4591 -20.0530  0.5111
H: -13.5945 -18.7657 -22.1603  0.0104

Cartesian forces (eV/Å) of the 2 atoms listed first:
-0.449 -0.290 0.466
-0.047 0.128 0.355

---

The following is a quantum chemistry calculation of a molecular structure, C16H40Cl3F3N3O18S3 at a distorted geometry, from the Open Molecules 2025 dataset.

Output
<S²>: 0.75
Kohn-Sham gap (spin up / spin down): 2.898 / 7.989 eV
Electronic energy: -5026.65525 hartree
Multiplicity: 2
LUMO (spin up / spin down): 0.332 / 0.317 eV
Total charge: 0

Each line ends with the Löwdin charge.
Cartesian coordinates (Å):
N: -17.1283 -26.4448 8.9256  0.3049
H: -17.9831 -26.8929 9.2233  0.0511
H: -16.4126 -27.1421 8.7785  0.0512
H: -16.7481 -25.8515 9.6492  0.0652
H: -17.3217 -25.9814 8.0493  0.0677
N: -14.7105 -28.0350 11.7524  0.2732
H: -15.0624 -28.6227 12.4946  0.1081
H: -14.9582 -27.0975 12.0351  0.0393
H: -15.0881 -28.1602 10.8240  0.0446
H: -13.7050 -27.9404 11.7629  0.0543
N: -13.3227 -26.2392 9.2331  0.1916
H: -12.5227 -26.4673 9.8059  -0.0176
H: -13.1647 -25.7286 8.3761  0.0555
H: -13.9025 -25.5932 9.7495  0.0322
H: -13.9108 -27.0553 9.1424  0.0257
C: -15.6127 -29.5235 8.2754  -0.2642
O: -15.1355 -28.4041 9.0200  -0.4889
H: -14.9917 -30.4153 8.3596  0.0523
H: -16.6652 -29.7596 8.4321  0.0118
H: -15.5268 -29.2254 7.2305  0.0522
C: -15.5172 -24.6716 12.2048  -0.3457
O: -15.3388 -25.8092 13.0674  -0.1660
O: -15.4558 -25.2025 10.8768  -0.2837
C: -16.8561 -23.9191 12.5663  -0.6282
F: -16.7569 -23.2450 13.7188  0.1354
F: -17.1962 -22.9621 11.7644  0.1681
F: -17.8929 -24.7167 12.6270  0.1685
C: -14.5009 -25.6526 14.2248  -0.2599
C: -14.2316 -26.9871 14.8911  -0.0846
H: -13.4916 -26.9356 15.6898  0.0829
H: -15.1689 -27.3080 15.3457  0.0665
H: -13.8768 -27.7038 14.1506  0.0527
H: -14.8013 -24.9430 14.9957  0.1189
H: -13.4844 -25.3147 14.0234  0.1008
H: -14.7015 -23.9766 12.4042  0.1373
C: -20.4418 -30.2432 9.7038  -1.5631
Cl: -21.6101 -29.1777 10.4208  0.5671
Cl: -19.4850 -29.2492 8.6884  0.6273
Cl: -21.3194 -31.4845 8.7764  0.5285
H: -19.9729 -30.6772 10.5869  0.0232
C: -16.1936 -22.9730 2.6040  -0.0170
C: -16.2677 -24.4688 2.8857  -0.3295
C: -14.9256 -24.8789 3.3795  -0.1462
O: -15.2160 -25.7086 4.4530  0.0802
C: -16.5377 -25.6545 4.7777  -0.5228
O: -17.1013 -26.2051 5.6987  0.1347
O: -17.1545 -24.8886 3.8920  0.1118
H: -15.9664 -22.2904 3.4229  0.0861
H: -17.1956 -22.6467 2.3254  0.0854
H: -15.4239 -22.7013 1.8816  0.0924
H: -16.6003 -25.0962 2.0586  0.1609
H: -14.2646 -24.0514 3.6374  0.1355
H: -14.4920 -25.3431 2.4937  0.1403
C: -15.8752 -21.0286 9.2551  -0.1230
C: -14.8341 -22.0697 8.7548  -0.1849
O: -15.4266 -22.9389 7.8051  -0.2429
S: -17.0495 -22.6764 7.6232  0.7666
O: -17.7555 -23.9534 7.7180  -0.2383
O: -17.1097 -21.7288 6.4645  -0.2683
O: -17.0977 -21.7772 9.0462  -0.2525
H: -15.9948 -20.0708 8.7487  0.1218
H: -15.8555 -20.7406 10.3062  0.1291
H: -14.3764 -22.6970 9.5197  0.1029
H: -13.9498 -21.6673 8.2606  0.1203
C: -20.4776 -27.4417 14.0362  -0.1873
C: -20.5661 -28.9821 13.8893  -0.1710
O: -19.4091 -29.3136 13.1311  -0.2363
S: -18.2954 -28.0398 12.9305  0.7516
O: -17.8542 -27.9741 11.5341  -0.2488
O: -17.3394 -28.1066 14.0348  -0.2458
O: -19.4265 -26.9020 13.2967  -0.2035
H: -20.3138 -27.2506 15.0968  0.1273
H: -21.3626 -26.8981 13.7054  0.1368
H: -21.4347 -29.1709 13.2584  0.0852
H: -20.5995 -29.6008 14.7860  0.1320
C: -20.5728 -22.3022 9.1259  -0.2039
C: -20.3724 -22.6602 10.5570  -0.2418
O: -20.0828 -23.9633 10.5609  -0.1851
S: -20.8294 -24.7970 9.3355  0.7655
O: -22.3105 -24.8139 9.4125  -0.2432
O: -20.0974 -25.9844 8.9208  -0.2491
O: -20.4548 -23.4971 8.4577  -0.2194
H: -19.9234 -21.5682 8.6487  0.1320
H: -21.5790 -21.9361 8.9216  0.1318
H: -21.2380 -22.4804 11.1946  0.1418
H: -19.4722 -22.1130 10.8367  0.1321

Cartesian forces (eV/Å) of the 2 atoms listed first:
-1.036 -0.085 -0.659
-0.207 -0.089 0.345

---

The following is a quantum chemistry calculation of a molecular structure, C16H40ClO2P2PdSi2 at a distorted geometry, from the Open Molecules 2025 dataset.

Output
<S²>: 6.01
Kohn-Sham gap (spin up / spin down): 8.394 / 2.708 eV
Electronic energy: -2632.73056 hartree
Multiplicity: 5
LUMO (spin up / spin down): -9.042 / -14.727 eV
Total charge: +3

Each line ends with the natural charge from an NBO analysis.
Cartesian coordinates (Å):
C: 0.9420 5.9679 -4.8053  -0.7360
C: 1.1243 4.7187 -3.9745  0.5789
H: 0.2932 5.7096 -5.6600  0.2613
H: 1.9173 6.3360 -5.1751  0.2779
H: 0.4685 6.7643 -4.2027  0.2656
O: 0.6827 3.6234 -4.2106  -0.5426
Cl: 2.1057 4.9912 -2.5169  -0.0934
Pd: 0.0311 0.4005 -0.3084  0.5496
P: 1.9778 0.1420 -1.6040  1.1152
C: 1.9203 -1.4320 -2.5392  -0.9618
C: 2.6805 1.2537 -2.8777  -0.9440
H: 3.6344 0.8475 -3.2491  0.2888
H: 4.3015 -0.3418 -0.9784  0.2977
H: 2.8553 2.2526 -2.4602  0.2830
H: 3.5737 0.9726 -0.0126  0.2717
H: 1.2152 -1.2972 -3.3683  0.2697
H: 1.9820 1.3466 -3.7173  0.2871
C: 3.3947 -0.0174 -0.4481  -0.9513
H: 2.9063 -1.6763 -2.9576  0.3001
H: 3.1723 -0.7218 0.3622  0.2562
H: 1.5688 -2.2635 -1.9183  0.2559
P: -1.5962 1.9833 0.2560  1.0732
C: -3.2512 1.2064 0.1600  -0.9587
C: -1.3391 2.4819 2.0006  -0.9436
H: -1.0209 4.2344 -0.4778  0.2803
H: -2.7296 4.1313 0.0463  0.2850
H: -2.2453 3.4858 -1.5479  0.2774
C: -1.9272 3.6170 -0.5065  -0.9344
H: -0.4436 3.1158 2.0356  0.2836
H: -2.1968 3.0663 2.3639  0.2884
H: -3.9959 1.8375 0.6623  0.2910
H: -3.2563 0.2028 0.6023  0.2302
H: -1.1772 1.6107 2.6475  0.2270
H: -3.5203 1.1078 -0.8986  0.2798
C: -1.2179 -0.4829 -1.6454  0.5085
O: -2.0427 -1.2065 -2.0402  -0.3553
C: -0.1802 -3.6980 -0.5126  -1.1334
Si: 0.7582 -2.8036 0.8384  1.6283
C: 0.6511 -3.9222 2.3561  -1.0984
C: 2.5658 -3.1168 0.4407  -1.1312
C: 0.1322 -1.0439 1.2885  -1.3329
Si: -1.3864 -1.2542 2.4641  1.8049
C: -0.4602 -1.4867 4.1030  -0.9807
C: -2.7689 -0.2057 3.2237  -0.9570
C: -2.4880 -2.5977 1.7296  -1.1092
H: 0.1649 -4.7426 -0.5139  0.2901
H: -0.0203 -3.3042 -1.5217  0.2370
H: -1.2602 -3.7066 -0.3564  0.2439
H: 0.8773 -4.9471 2.0346  0.2896
H: 1.4247 -3.6742 3.0921  0.2543
H: -0.3009 -3.9946 2.8903  0.2317
H: 2.9475 -2.7251 -0.5057  0.2324
H: 3.2475 -2.7835 1.2320  0.2585
H: 2.6883 -4.2087 0.3761  0.2903
H: 0.9522 -0.5349 1.8442  0.2610
H: -0.2056 -0.4952 4.5122  0.2701
H: -1.0924 -1.9781 4.8496  0.2971
H: 0.4841 -2.0303 4.0524  0.2936
H: -3.4847 0.2512 2.5346  0.2794
H: -3.3408 -0.9258 3.8330  0.2958
H: -2.4131 0.5591 3.9249  0.2737
H: -2.8728 -2.2752 0.7504  0.2634
H: -2.0457 -3.5906 1.6176  0.3032
H: -3.3608 -2.7331 2.3862  0.2828

Cartesian forces (eV/Å) of the 2 atoms listed first:
-0.207 -0.169 -0.204
-0.730 -0.599 -1.045

---

Which of these has the highest total charge?
C16H40ClO2P2PdSi2